Density functional theory data (ωB97M-V/def2-TZVPD) for an isolated molecule of C22H26N4O4S in a non-equilibrium geometry.

Geometry as XYZ:
```
57
Properties=species:S:1:pos:R:3:forces:R:3
C 1.18969 3.11514 -1.75592 0.1 0.2 -0.1
C -0.07086 2.43699 -1.33867 0.0 0.2 0.0
C -1.29311 3.10424 -1.33302 0.2 -0.1 0.0
C -2.45721 2.46864 -0.94601 0.0 -0.2 0.0
C -2.44193 1.13288 -0.55034 0.4 0.3 -0.2
C -3.68713 0.46953 -0.13717 -0.5 0.1 0.4
N -4.45742 1.15812 0.64466 1.0 0.3 -0.4
N -5.58577 0.64722 1.11575 -0.4 -0.5 0.0
C -6.35342 1.51393 1.98197 -0.3 0.1 0.2
C -6.05149 -0.63276 0.88147 0.1 0.2 0.0
O -7.07856 -1.02106 1.40826 -0.1 -0.1 0.0
C -5.22258 -1.41125 -0.04019 0.4 -0.1 -0.2
C -5.63116 -2.69412 -0.40928 0.0 0.1 0.1
C -4.89020 -3.41943 -1.31347 -0.1 0.0 0.1
C -3.74466 -2.86164 -1.87926 0.1 0.0 0.0
C -3.32546 -1.59989 -1.52351 0.0 0.0 0.0
C -4.04289 -0.85987 -0.57443 -0.5 -0.3 0.1
C -1.22070 0.46527 -0.52518 -0.2 -0.1 0.1
C -0.06900 1.11221 -0.92047 0.4 -0.4 0.1
S 1.44648 0.16212 -0.87913 0.2 0.4 0.2
O 1.13733 -1.14154 -0.34954 -0.2 0.2 0.0
O 2.10730 0.22592 -2.15206 0.1 0.2 0.1
N 2.38400 1.03966 0.19999 -0.6 -0.4 -0.8
C 2.35441 0.59847 1.58211 -0.3 -0.1 0.6
C 3.77841 0.32204 2.08810 -0.1 0.1 -0.2
N 4.56479 -0.30380 1.04373 0.1 0.0 0.2
C 5.99788 -0.21332 1.25918 0.2 -0.1 -0.3
C 6.71025 -0.73581 0.00959 0.1 0.3 0.3
O 6.35699 -2.06858 -0.26289 0.1 -0.1 0.0
C 4.96161 -2.18352 -0.43694 -0.3 -0.1 0.1
C 4.20045 -1.69183 0.79302 0.1 -0.1 -0.3
H 0.97592 4.05881 -2.25149 0.0 0.0 0.0
H 1.81071 3.30436 -0.88146 0.1 0.1 0.0
H 1.75475 2.46762 -2.42164 0.1 0.2 -0.1
H -1.32900 4.13826 -1.64341 0.0 0.1 0.0
H -3.39706 2.99861 -0.95136 -0.1 0.1 0.0
H -5.76611 2.40862 2.16815 0.0 -0.1 0.0
H -6.57216 0.99354 2.91453 0.0 0.1 0.0
H -7.29980 1.77377 1.50538 0.0 0.0 0.1
H -6.53779 -3.08332 0.02844 -0.1 0.0 0.0
H -5.20107 -4.41322 -1.59822 0.0 -0.1 0.0
H -3.18085 -3.42430 -2.60837 0.1 0.0 -0.1
H -2.44946 -1.17169 -1.98525 0.1 0.0 0.0
H -1.13751 -0.55381 -0.18132 -0.1 -0.1 0.0
H 3.34032 1.03202 -0.14125 0.1 -0.1 -0.3
H 1.74010 -0.30423 1.64166 0.1 0.1 0.2
H 1.88589 1.37464 2.19678 0.1 -0.2 0.1
H 3.73018 -0.28214 3.00901 0.0 0.1 0.0
H 4.25773 1.27516 2.32933 0.0 -0.1 0.1
H 6.27240 0.83118 1.42528 0.0 0.0 0.0
H 6.31692 -0.80752 2.13335 0.0 0.1 0.0
H 7.79273 -0.72588 0.15019 -0.1 0.1 0.0
H 6.44473 -0.09582 -0.84597 0.1 0.0 0.1
H 4.76153 -3.24066 -0.61502 -0.1 0.1 0.0
H 4.63937 -1.59850 -1.31097 0.0 -0.1 0.0
H 3.13187 -1.76239 0.59215 0.0 -0.1 0.1
H 4.44966 -2.32707 1.66115 0.0 0.0 0.0
```
Positions in Å, forces in eV/Å.

The calculation puts the HOMO energy at -8.436 eV. The maximum force comes out at 1.13 eV/A. The total charge is 0. For the electronic energy, the calculation gives -1772.0971 Eh. The LUMO energy is 0.007 Ha. The relative energy (zero: lowest compared OMol25 entry of this formula, charge and spin) is 75.02 kcal per mole. The structure (SMILES) is Cc1ccc(-c2nn(C)c(=O)c3ccccc23)cc1S(=O)(=O)NCCN1CCOCC1. The value obtained for the frontier orbital gap is 8.62 eV.